A cluster of 12 separate species, C49H75F3N6O17S5 in total at a distorted geometry. Source: OMol25; level of theory: ωB97M-V/def2-TZVPD.

Output
**Max |F|**: 4.28 eV Å⁻¹
**Structure (SMILES)**: CCOC(=O)C(F)(F)F.CCOS(C)(=O)=O.CCOS(C)(=O)=O.CCOS(C)(=O)=O.CCOS(C)(=O)=O.CCOS(C)(=O)=O.c1ccncc1.c1ccncc1.c1ccncc1.c1ccncc1.c1ccncc1.c1ccncc1
**E_tot**: -158101.775 eV
**HOMO**: -9.3 eV
**Charge**: 0

The geometry in XYZ format:
```
155
C49H75F3N6O17S5, DFT ωB97M-V/def2-TZVPD
C 14.537 18.387 15.118
C 13.697 17.197 15.425
O 12.726 16.891 14.406
C 13.158 16.384 13.311
O 14.290 16.155 12.919
C 12.011 15.983 12.328
F 11.873 16.910 11.361
F 12.305 14.841 11.726
F 10.820 15.810 12.919
H 14.970 18.704 16.072
H 13.946 19.226 14.742
H 15.283 18.068 14.394
H 13.050 17.443 16.274
H 14.336 16.313 15.575
O 17.233 8.955 11.539
S 17.899 8.954 10.286
O 17.414 7.989 9.354
O 17.794 10.346 9.682
C 17.601 10.685 8.323
C 17.204 12.154 8.157
C 19.565 8.653 10.481
H 16.795 10.030 7.964
H 18.545 10.502 7.744
H 16.927 12.367 7.117
H 18.007 12.860 8.395
H 16.398 12.410 8.832
H 20.091 8.750 9.532
H 19.570 7.645 10.876
H 20.106 9.311 11.176
O 10.331 9.242 13.446
S 10.798 10.555 13.283
O 12.223 10.793 13.246
O 10.166 11.085 11.948
C 10.824 12.115 11.194
C 10.189 12.201 9.808
C 10.050 11.563 14.398
H 11.911 12.006 11.093
H 10.674 13.060 11.773
H 10.327 11.335 9.132
H 10.481 13.082 9.255
H 9.113 12.375 9.913
H 10.478 11.242 15.360
H 8.968 11.533 14.352
H 10.451 12.589 14.215
O 18.979 16.308 10.418
S 17.758 17.109 10.554
O 17.737 18.363 9.836
O 16.536 16.247 9.978
C 15.276 16.901 9.732
C 14.246 15.853 9.340
C 17.328 17.269 12.190
H 15.431 17.757 8.999
H 15.019 17.376 10.652
H 14.345 15.062 10.071
H 14.547 15.413 8.382
H 13.309 16.406 9.327
H 17.556 16.325 12.650
H 16.282 17.572 12.184
H 17.976 17.989 12.715
O 20.567 15.857 17.920
S 19.212 16.361 17.704
O 18.426 16.787 18.829
O 19.375 17.472 16.548
C 18.235 18.229 16.170
C 18.563 19.516 15.366
C 18.238 15.173 17.057
H 17.584 18.389 17.016
H 17.682 17.602 15.435
H 17.678 20.079 15.085
H 19.100 19.118 14.499
H 19.245 20.113 15.922
H 18.710 14.699 16.193
H 17.268 15.541 16.803
H 18.198 14.382 17.800
O 15.607 13.734 15.666
S 14.723 13.069 14.759
O 13.441 13.635 14.480
O 15.547 12.857 13.284
C 16.959 13.254 13.335
C 17.418 13.363 11.878
C 14.443 11.307 15.116
H 17.493 12.473 13.867
H 17.060 14.187 13.906
H 18.518 13.537 11.845
H 16.791 14.189 11.514
H 17.183 12.439 11.297
H 13.782 11.180 15.943
H 15.413 10.916 15.376
H 14.013 10.936 14.185
N 15.534 12.803 18.839
C 16.442 12.420 19.735
C 16.933 13.211 20.783
C 16.454 14.559 20.874
C 15.500 14.956 19.876
C 15.035 14.026 18.959
H 16.821 11.395 19.741
H 17.630 12.889 21.548
H 16.859 15.216 21.623
H 15.176 15.984 19.770
H 14.236 14.342 18.277
N 13.969 8.390 15.830
C 15.226 8.130 15.662
C 15.786 7.578 14.529
C 14.937 7.016 13.568
C 13.539 7.242 13.714
C 13.117 7.971 14.845
H 15.918 8.378 16.477
H 16.860 7.499 14.509
H 15.453 6.559 12.726
H 12.784 6.868 13.004
H 12.058 8.232 14.954
N 21.335 11.656 10.258
C 20.486 12.657 9.987
C 20.760 13.675 9.120
C 21.956 13.549 8.372
C 22.814 12.493 8.624
C 22.468 11.556 9.592
H 19.529 12.542 10.457
H 20.110 14.531 8.954
H 22.178 14.318 7.635
H 23.670 12.387 7.992
H 23.057 10.641 9.811
N 14.190 9.531 8.880
C 14.565 9.469 10.130
C 14.662 10.591 10.943
C 14.254 11.855 10.468
C 13.729 11.853 9.155
C 13.668 10.709 8.467
H 14.906 8.514 10.500
H 15.152 10.475 11.937
H 14.219 12.736 11.092
H 13.273 12.721 8.690
H 13.163 10.667 7.510
N 19.337 12.389 16.522
C 20.268 12.376 15.540
C 20.232 11.532 14.463
C 19.192 10.589 14.444
C 18.298 10.528 15.512
C 18.389 11.454 16.541
H 20.951 13.173 15.633
H 20.968 11.622 13.685
H 18.980 10.035 13.523
H 17.408 9.872 15.473
H 17.647 11.491 17.361
N 9.883 14.579 16.674
C 8.892 14.754 17.515
C 8.998 14.459 18.826
C 10.194 14.046 19.337
C 11.226 13.818 18.436
C 11.067 14.165 17.076
H 8.049 15.256 17.053
H 8.147 14.595 19.484
H 10.200 13.724 20.416
H 12.175 13.427 18.768
H 11.860 13.983 16.318
```

A structure of composition C49H80KNO16S5 at a distorted geometry. Source: OMol25; level of theory: ωB97M-V/def2-TZVPD.

Output
**Max |F|**: 5.40 eV Å⁻¹
**E_tot**: -156846.346 eV
**HOMO**: -0.3 eV
**Charge**: -2

The geometry in XYZ format:
```
152
C49H80KNO16S5, DFT ωB97M-V/def2-TZVPD
K 5.102 20.472 3.476
C 5.904 26.109 -1.669
C 6.957 25.889 -0.563
C 8.039 26.960 -0.790
C 7.742 28.268 0.004
C 7.554 27.938 1.494
C 6.243 27.102 1.634
N 6.485 25.739 0.869
O 5.415 24.719 1.061
C 4.991 27.876 1.156
C 6.167 26.834 3.158
C 7.727 24.533 -0.782
H 5.367 25.187 -1.891
H 6.187 26.355 -2.692
H 5.171 26.889 -1.462
H 8.183 27.149 -1.854
H 9.021 26.615 -0.467
H 6.984 28.973 -0.341
H 8.618 28.889 -0.180
H 7.463 28.911 1.976
H 8.398 27.368 1.884
H 5.171 28.826 0.654
H 4.375 28.380 1.901
H 4.350 27.370 0.434
H 6.797 26.025 3.527
H 5.158 26.634 3.520
H 6.283 27.729 3.770
H 8.408 24.688 -1.619
H 7.178 23.610 -0.970
H 8.463 24.288 -0.015
C 2.921 20.412 10.200
C 2.146 21.551 9.894
C 2.640 22.460 8.763
O 1.773 23.157 8.162
C 3.872 22.371 8.258
C 4.675 21.187 8.520
C 4.122 20.074 9.544
O 4.652 18.900 9.519
O 5.728 20.916 7.865
O 1.188 21.787 10.619
H 2.718 19.907 11.132
H 4.041 22.952 7.364
C 10.328 28.774 -5.868
S 9.227 27.640 -6.821
O 9.174 28.191 -8.233
C 10.328 26.150 -6.818
H 9.737 29.688 -5.810
H 11.266 29.098 -6.319
H 10.520 28.612 -4.807
H 10.549 25.937 -7.864
H 10.018 25.347 -6.150
H 11.273 26.359 -6.317
C 4.074 33.000 -3.314
S 3.306 31.409 -3.852
O 2.375 31.777 -5.065
C 4.798 30.949 -4.827
H 5.013 32.758 -2.816
H 3.372 33.339 -2.552
H 4.389 33.802 -3.980
H 5.639 30.745 -4.165
H 5.083 31.616 -5.640
H 4.685 29.962 -5.277
C 11.711 21.017 2.746
S 11.919 21.898 4.299
O 11.315 20.864 5.290
C 10.737 23.182 4.135
H 10.666 20.837 2.494
H 12.255 20.086 2.902
H 12.232 21.598 1.985
H 11.007 23.484 3.123
H 11.103 23.830 4.931
H 9.693 22.881 4.215
C -0.626 32.293 5.863
S 0.551 31.369 4.753
O -0.003 29.955 4.578
C 0.358 32.405 3.242
H -1.550 32.177 5.298
H -0.356 33.349 5.827
H -0.586 32.045 6.924
H -0.704 32.353 3.000
H 0.993 32.076 2.419
H 0.666 33.340 3.710
C 0.077 19.976 -2.406
S 1.795 19.321 -2.903
O 1.873 19.405 -4.439
C 2.876 20.607 -2.174
H 0.055 21.055 -2.557
H -0.205 19.673 -1.397
H -0.581 19.609 -3.194
H 3.004 20.718 -1.097
H 2.595 21.543 -2.656
H 3.845 20.249 -2.522
C 10.153 19.820 -5.506
C 10.535 19.675 -4.177
C 9.733 19.131 -3.248
C 8.443 18.706 -3.667
C 8.048 18.880 -5.011
C 8.936 19.425 -5.954
H 10.873 20.432 -6.029
H 11.503 20.058 -3.890
H 10.060 18.939 -2.237
H 7.699 18.225 -3.050
H 7.060 18.523 -5.262
H 8.810 19.523 -7.022
C 16.323 28.347 2.803
C 15.213 28.025 3.582
C 14.047 28.699 3.278
C 14.063 29.601 2.240
C 15.174 29.831 1.394
C 16.300 29.166 1.713
H 17.260 27.831 2.952
H 15.439 27.365 4.407
H 13.058 28.559 3.689
H 13.094 30.059 2.106
H 15.191 30.442 0.504
H 17.170 29.413 1.123
O 11.425 34.365 -0.534
C 12.225 35.131 -0.058
O 13.539 34.854 -0.117
C 14.318 35.839 0.459
C 13.443 37.051 0.672
C 12.033 36.414 0.828
H 15.015 36.119 -0.331
H 14.874 35.504 1.334
H 13.393 37.782 -0.135
H 13.714 37.472 1.640
H 11.125 36.948 0.548
H 11.779 35.967 1.789
O -0.935 25.694 -1.792
C -0.922 26.012 -2.960
O -2.019 26.386 -3.586
C -1.784 26.587 -5.013
C -0.342 26.705 -5.193
C 0.234 26.026 -3.937
H -2.010 27.632 -5.226
H -2.197 25.822 -5.670
H -0.147 27.760 -5.384
H -0.119 26.287 -6.175
H 1.009 26.676 -3.530
H 0.492 24.976 -4.076
O 4.714 35.102 5.469
C 5.814 34.649 5.764
O 6.051 33.555 6.656
C 7.496 33.432 6.890
C 8.130 34.256 5.775
C 7.106 35.300 5.384
H 7.860 32.407 6.826
H 7.809 33.925 7.811
H 8.440 33.685 4.900
H 8.983 34.697 6.290
H 7.046 35.423 4.302
H 7.042 36.222 5.962
```

A cluster of 7 separate species, C49H80N3O11PS in total at a distorted geometry. Source: OMol25; level of theory: ωB97M-V/def2-TZVPD.

Output
**Max |F|**: 1.34 eV Å⁻¹
**Structure (SMILES)**: CCCc1c(CCCCCCCCCCOC)c(ON=O)c2c(c1[PH2]=N)C(=O)c1cc(N)cc(CSCC)c1C2=O.CC(C)=O.CC(C)=O.CC(C)=O.CC(C)=O.CC(C)=O.CC(C)=O
**E_tot**: -99223.319 eV
**HOMO**: -8.6 eV
**Charge**: 0

The geometry in XYZ format:
```
145
C49H80N3O11PS, DFT ωB97M-V/def2-TZVPD
C 3.133 -2.545 -3.153
C 3.411 -1.220 -2.413
C 2.304 -0.185 -2.676
C 1.036 -0.493 -1.920
C 1.041 -0.491 -0.500
C 2.213 -0.031 0.340
C 2.710 1.422 0.037
C 2.412 2.387 1.170
C 3.211 2.155 2.461
C 2.313 2.094 3.695
C 2.985 1.596 4.971
C 3.716 0.258 4.857
C 2.853 -0.867 4.300
C 3.611 -2.034 3.653
C 4.733 -1.613 2.742
O 5.097 -2.687 1.893
C 5.837 -2.251 0.775
C -0.115 -0.938 0.169
O -0.128 -0.996 1.554
N -0.357 0.380 2.083
O -1.474 0.638 2.107
C -1.280 -1.321 -0.500
C -1.297 -1.229 -1.891
C -0.148 -0.835 -2.606
P -0.259 -0.795 -4.444
N -0.082 -2.182 -5.157
C -2.577 -1.558 -2.543
O -2.658 -2.000 -3.655
C -3.813 -1.334 -1.765
C -4.983 -0.999 -2.454
C -6.155 -0.834 -1.761
N -7.341 -0.460 -2.414
C -6.143 -1.012 -0.388
C -4.981 -1.343 0.314
C -5.068 -1.554 1.793
S -4.429 -0.208 2.813
C -3.872 -1.107 4.272
C -2.698 -0.358 4.924
C -3.804 -1.493 -0.403
C -2.503 -1.823 0.218
O -2.418 -2.473 1.226
H 2.821 -3.306 -2.446
H 4.028 -2.909 -3.642
H 2.318 -2.460 -3.860
H 4.371 -0.826 -2.725
H 3.456 -1.473 -1.367
H 2.129 -0.241 -3.734
H 2.644 0.822 -2.480
H 3.035 -0.731 0.301
H 1.903 -0.031 1.370
H 2.136 1.784 -0.804
H 3.768 1.392 -0.199
H 1.340 2.415 1.323
H 2.676 3.373 0.798
H 3.856 1.287 2.390
H 3.866 3.010 2.606
H 1.933 3.092 3.890
H 1.454 1.487 3.452
H 2.199 1.488 5.716
H 3.663 2.363 5.332
H 4.627 0.414 4.288
H 4.032 0.000 5.864
H 2.302 -1.290 5.135
H 2.112 -0.488 3.606
H 2.898 -2.590 3.051
H 3.959 -2.711 4.426
H 4.388 -0.778 2.133
H 5.601 -1.300 3.321
H 5.183 -1.823 0.017
H 6.398 -3.085 0.380
H 6.546 -1.474 1.064
H 0.660 0.163 -4.888
H -1.502 -0.167 -4.625
H 0.690 -2.174 -5.815
H -4.974 -0.867 -3.524
H -7.399 -0.837 -3.349
H -8.145 -0.760 -1.882
H -7.061 -0.894 0.167
H -4.583 -2.485 2.041
H -6.117 -1.686 2.035
H -4.665 -1.191 5.006
H -3.543 -2.101 3.995
H -2.720 0.689 4.639
H -1.751 -0.765 4.591
H -2.756 -0.418 6.004
C -1.342 5.866 -0.281
C -0.979 4.564 0.388
O -0.101 4.506 1.220
C -1.755 3.341 -0.035
H -0.710 6.663 0.105
H -1.197 5.786 -1.360
H -2.387 6.103 -0.081
H -1.622 3.168 -1.105
H -2.814 3.480 0.176
H -1.394 2.477 0.514
C 1.332 -7.486 -6.321
C 1.114 -6.195 -7.077
O 1.707 -5.962 -8.105
C 0.129 -5.221 -6.483
H 2.061 -8.098 -6.847
H 1.701 -7.273 -5.316
H 0.393 -8.036 -6.241
H 0.448 -4.914 -5.486
H -0.857 -5.682 -6.410
H 0.060 -4.339 -7.113
C -4.457 3.267 4.011
C -4.549 4.588 3.287
O -3.939 4.810 2.268
C -5.450 5.631 3.904
H -3.783 2.596 3.486
H -4.079 3.434 5.021
H -5.443 2.803 4.069
H -5.108 5.871 4.912
H -6.472 5.256 3.961
H -5.433 6.533 3.296
C -4.813 -5.934 -1.839
C -5.299 -5.843 -0.414
O -6.408 -5.427 -0.157
C -4.341 -6.264 0.674
H -5.598 -5.578 -2.502
H -3.931 -5.303 -1.957
H -4.578 -6.965 -2.106
H -3.449 -5.636 0.615
H -4.056 -7.310 0.554
H -4.808 -6.134 1.647
C 1.181 9.022 4.247
C 1.473 7.681 3.610
O 2.568 7.420 3.169
C 0.334 6.692 3.553
H 2.077 9.638 4.226
H 0.383 9.529 3.703
H 0.866 8.883 5.282
H -0.496 7.109 2.981
H -0.010 6.467 4.565
H 0.665 5.778 3.073
C 4.888 0.314 -6.411
C 6.105 -0.183 -5.667
O 6.041 -1.124 -4.913
C 7.401 0.552 -5.914
H 4.028 -0.298 -6.147
H 4.686 1.354 -6.146
H 5.054 0.253 -7.487
H 7.297 1.600 -5.630
H 7.666 0.499 -6.970
H 8.193 0.098 -5.323
```